# 1
Formula: C59H75N4
Source: the Open Molecules 2025 dataset
Level of theory: wB97M-V/def2-TZVPD

CARTESIAN COORDINATES (ANGSTROEM)
C -0.374 1.799 -4.538
C -1.211 2.437 -3.439
C -0.379 3.488 -2.708
C -2.379 3.139 -4.148
C -1.799 1.444 -2.407
C -2.718 1.973 -1.495
C -3.498 1.126 -0.719
C -3.420 -0.256 -0.900
C -2.486 -0.837 -1.761
C -2.762 -2.318 -2.196
C -1.540 -3.180 -2.481
C -3.613 -2.281 -3.473
C -3.514 -3.059 -1.081
C -1.496 0.061 -2.290
N -0.135 -0.361 -2.484
C 0.902 -0.072 -1.613
C 0.739 0.665 -0.427
C 1.926 1.399 0.064
C 2.702 2.050 -0.942
C 3.956 2.569 -0.668
C 4.422 2.610 0.646
C 3.623 2.094 1.672
C 2.394 1.495 1.387
N 2.045 -0.648 -2.156
C 3.378 -0.776 -1.611
C 3.549 -1.307 -0.308
C 2.712 -2.443 0.360
C 2.687 -2.226 1.877
C 3.437 -3.758 0.010
C 1.295 -2.603 -0.141
C 4.745 -0.999 0.368
C 5.900 -0.746 -0.361
C 5.789 -0.648 -1.743
C 4.553 -0.474 -2.381
C 4.698 -0.016 -3.869
C 5.894 0.947 -4.009
C 3.516 0.723 -4.471
C 5.049 -1.236 -4.727
C 1.663 -1.356 -3.297
C 0.367 -1.112 -3.538
H -0.916 0.993 -5.048
H -0.146 2.573 -5.286
H 0.586 1.434 -4.164
H -0.998 4.076 -2.020
H 0.422 3.019 -2.126
H 0.075 4.171 -3.437
H -3.010 3.704 -3.457
H -1.986 3.836 -4.897
H -3.006 2.403 -4.666
H -2.864 3.055 -1.438
H -4.234 1.537 -0.028
H -4.151 -0.866 -0.376
H -0.814 -3.122 -1.660
H -1.864 -4.232 -2.567
H -1.068 -2.936 -3.437
H -4.556 -1.747 -3.309
H -3.069 -1.775 -4.281
H -3.843 -3.302 -3.803
H -4.542 -2.700 -0.955
H -3.580 -4.134 -1.301
H -2.968 -2.954 -0.131
H -0.256 1.057 -0.301
H 2.307 2.086 -1.961
H 4.567 2.941 -1.498
H 5.409 3.014 0.863
H 3.970 2.140 2.703
H 1.837 1.068 2.224
H 2.399 -1.191 2.104
H 1.961 -2.894 2.360
H 3.663 -2.432 2.336
H 3.477 -3.870 -1.082
H 4.465 -3.773 0.390
H 2.905 -4.626 0.416
H 1.264 -2.899 -1.192
H 0.833 -3.410 0.443
H 0.690 -1.706 0.011
H 4.819 -1.049 1.454
H 6.876 -0.664 0.121
H 6.713 -0.631 -2.324
H 6.860 0.446 -3.884
H 5.898 1.366 -5.022
H 5.828 1.781 -3.302
H 2.704 0.053 -4.758
H 3.160 1.519 -3.810
H 3.863 1.199 -5.398
H 4.256 -1.990 -4.713
H 5.204 -0.913 -5.764
H 5.976 -1.707 -4.374
H 2.350 -1.977 -3.850
H -0.243 -1.431 -4.370
C -6.002 -3.273 2.483
N -4.585 -3.590 2.502
C -4.294 -4.957 2.098
C -2.925 -5.395 2.577
C -1.837 -4.401 2.177
C -2.264 -2.969 2.228
C -3.620 -2.627 2.507
C -3.946 -1.256 2.669
C -3.016 -0.267 2.450
C -1.675 -0.577 2.063
C -0.677 0.419 1.813
C -0.832 1.701 2.490
C -0.044 2.031 3.621
C -0.292 3.144 4.401
C -1.490 3.883 4.185
N -1.874 4.828 5.089
C -3.136 5.526 4.955
C -0.955 5.373 6.074
C -0.011 4.320 6.634
C 0.629 3.498 5.520
C -2.258 3.609 3.026
C -1.898 2.591 2.163
C -1.341 -1.959 2.021
H -6.204 -2.284 2.901
H -6.410 -3.319 1.458
H -6.536 -4.017 3.089
H -5.080 -5.586 2.532
H -4.374 -5.039 0.996
H -2.940 -5.488 3.668
H -2.709 -6.381 2.161
H -0.979 -4.525 2.856
H -1.475 -4.637 1.161
H -4.953 -0.955 2.951
H -3.358 0.757 2.585
H 0.320 0.011 1.669
H 0.756 1.346 3.942
H -3.975 4.818 4.914
H -3.267 6.173 5.832
H -3.159 6.145 4.046
H -0.362 6.186 5.608
H -1.563 5.811 6.877
H 0.763 4.822 7.220
H -0.571 3.661 7.308
H 1.024 2.570 5.944
H 1.483 4.064 5.117
H -3.161 4.190 2.849
H -2.473 2.425 1.249
H -0.298 -2.247 1.877

Cartesian forces (eV/Å) of the 6 atoms listed first:
C 0.3 0.0 -0.1
C 0.2 -0.1 0.5
C 0.3 0.2 0.1
C -0.3 -0.1 0.0
C 0.4 0.0 0.3
C -0.7 -0.3 -0.2

HOMO energy = -8.61 eV
Strongest force on any atom = 3.48 eV Å⁻¹
Charge = +1
Frontier orbital gap = 4.70 eV

***

# 2
Formula: C5BrF15O15S5V
Source: the Open Molecules 2025 dataset
Level of theory: wB97M-V/def2-TZVPD

CARTESIAN COORDINATES (ANGSTROEM)
V 0.282 0.893 -0.562
Br 1.032 3.098 -1.978
C 4.770 1.219 0.343
F 5.808 1.118 1.187
F 4.595 2.501 0.004
F 5.098 0.564 -0.785
S 3.241 0.455 1.171
O 3.163 1.148 2.439
O 2.160 0.775 0.228
O 3.623 -0.945 1.221
C -4.186 0.351 -0.533
F -3.741 -0.772 -0.032
F -5.417 0.093 -0.996
F -4.334 1.211 0.464
S -3.055 1.086 -1.868
O -3.614 2.399 -2.163
O -1.748 1.200 -1.220
O -3.110 0.103 -2.916
C 0.108 3.704 3.110
F 1.332 3.428 3.554
F -0.524 4.374 4.106
F 0.195 4.521 2.067
S -0.837 2.129 2.741
O -0.492 1.273 3.857
O -2.235 2.527 2.698
O -0.306 1.669 1.463
C -0.093 -3.044 -3.298
F -0.248 -3.571 -4.520
F -1.297 -2.602 -2.938
F 0.225 -3.983 -2.425
S 1.253 -1.689 -3.331
O 0.871 -0.739 -2.299
O 2.450 -2.460 -3.065
O 1.192 -1.132 -4.681
C -1.549 -3.050 1.196
F -2.430 -2.290 1.837
F -1.461 -4.244 1.814
F -2.090 -3.322 -0.002
S 0.127 -2.128 1.062
O 0.489 -1.881 2.440
O 0.954 -3.073 0.291
O -0.201 -0.913 0.317

Cartesian forces (eV/Å) of the 6 atoms listed first:
V -0.3 0.3 -0.5
Br 0.0 0.0 0.1
C -1.6 -0.6 -0.2
F 0.5 0.3 0.1
F 0.3 0.1 0.3
F 0.2 0.0 0.2

Multiplicity = 4
<S²> = 3.753
HOMO energy (alpha / beta) = 3.08 / 1.88 eV
Strongest force on any atom = 2.07 eV Å⁻¹
Charge = -4
Frontier orbital gap (alpha / beta) = 5.33 / 6.52 eV